Record 1
C44H92F6N9O18S6 | ωB97M-V/def2-TZVPD

Output
- Orbital gap (alpha / beta): 4.77 / 2.79 eV
- <S²>: 0.755
- E: -178686.509 eV

```
! RIJCOSX wB97M-V def2-TZVPD def2/J DEFGRID3
* xyz 0 2
C -0.723 2.884 -1.874
C -1.095 1.377 -1.428
N -0.247 0.728 -0.423
C -0.108 1.010 0.893
C 0.588 -0.020 1.497
N 0.872 -0.936 0.512
C 0.368 -0.524 -0.667
C 1.539 -2.230 0.733
H -0.597 3.559 -1.027
H -1.428 3.320 -2.582
H 0.279 2.818 -2.300
H -1.073 0.727 -2.303
H -2.111 1.393 -1.034
H -0.539 1.941 1.230
H 0.835 -0.223 2.528
H 0.434 -0.896 -1.678
H 1.257 -2.972 -0.014
H 1.121 -2.685 1.631
H 2.616 -2.072 0.671
C 3.044 -3.875 8.726
C 2.507 -4.784 7.617
C 3.131 -4.437 6.235
N 2.625 -5.234 5.052
C 1.087 -5.209 4.817
C 3.027 -6.678 5.127
C 3.182 -7.197 3.700
C 3.441 -5.959 2.774
C 3.316 -4.777 3.751
H 2.616 -4.126 9.696
H 2.781 -2.821 8.637
H 4.133 -3.914 8.702
H 1.424 -4.665 7.576
H 2.760 -5.813 7.872
H 4.221 -4.459 6.242
H 2.873 -3.425 5.924
H 0.849 -5.761 3.907
H 0.772 -4.174 4.689
H 0.502 -5.675 5.610
H 2.235 -7.197 5.667
H 3.951 -6.714 5.704
H 2.309 -7.745 3.346
H 4.046 -7.859 3.643
H 2.634 -5.785 2.062
H 4.427 -5.939 2.310
H 2.751 -3.919 3.388
H 4.301 -4.401 4.028
C -10.101 2.818 -2.287
C -9.373 2.871 -1.049
C -8.419 1.592 -0.900
N -7.492 1.591 0.397
C -8.371 1.852 1.651
C -6.367 2.649 0.431
C -5.181 1.917 -0.138
C -5.261 0.514 0.318
C -6.748 0.236 0.444
H -10.554 1.833 -2.401
H -9.464 3.067 -3.135
H -10.881 3.579 -2.278
H -10.096 2.974 -0.240
H -8.844 3.821 -0.980
H -7.670 1.549 -1.690
H -9.046 0.700 -0.906
H -9.198 1.142 1.632
H -8.795 2.842 1.481
H -7.895 2.019 2.617
H -6.257 2.990 1.460
H -6.614 3.508 -0.194
H -4.227 2.295 0.231
H -5.071 1.867 -1.221
H -4.745 0.357 1.265
H -4.732 -0.116 -0.398
H -7.058 -0.310 1.335
H -7.008 -0.368 -0.424
C 0.926 1.768 -5.322
C -0.578 2.061 -5.810
C -0.683 3.231 -6.809
N -2.110 3.633 -7.304
C -3.089 4.050 -6.209
C -2.074 4.745 -8.367
C -1.698 4.129 -9.779
C -1.883 2.575 -9.523
C -2.691 2.496 -8.209
H 1.493 1.059 -5.926
H 0.826 1.338 -4.326
H 1.599 2.605 -5.135
H -1.291 2.279 -5.016
H -0.954 1.198 -6.361
H 0.009 3.255 -7.650
H -0.191 4.036 -6.262
H -4.094 4.027 -6.630
H -2.758 5.049 -5.927
H -3.128 3.436 -5.309
H -3.027 5.272 -8.388
H -1.409 5.537 -8.022
H -2.327 4.475 -10.599
H -0.659 4.348 -10.028
H -2.321 2.094 -10.397
H -0.921 2.068 -9.461
H -3.742 2.759 -8.332
H -2.732 1.567 -7.641
C 4.969 -1.368 2.428
C 4.048 -0.432 3.209
C 4.697 0.982 3.491
N 3.967 1.976 4.491
C 4.116 1.287 5.908
C 2.496 2.340 4.234
C 2.648 3.243 3.050
C 3.847 4.108 3.372
C 4.567 3.439 4.513
H 5.102 -0.953 1.429
H 4.532 -2.333 2.171
H 5.852 -1.695 2.976
H 4.032 -0.879 4.203
H 3.096 -0.226 2.719
H 4.801 1.571 2.580
H 5.718 0.809 3.831
H 5.039 0.707 5.935
H 3.367 0.501 5.808
H 4.062 1.857 6.836
H 1.926 2.692 5.094
H 1.978 1.428 3.938
H 1.779 3.889 2.929
H 2.752 2.650 2.141
H 3.601 5.141 3.620
H 4.565 4.167 2.554
H 4.306 3.883 5.473
H 5.644 3.396 4.347
N 4.306 2.936 -1.294
S 3.597 1.650 -1.531
O 2.524 1.442 -2.478
O 3.622 0.855 -0.306
F 4.902 1.078 -2.321
S 2.936 3.834 -1.089
O 1.922 3.399 -0.153
O 2.459 4.501 -2.317
F 3.564 5.091 -0.325
N -0.771 -3.124 -2.743
S -2.264 -2.768 -2.468
O -3.158 -3.682 -3.090
O -2.692 -1.440 -2.056
F -2.206 -3.471 -1.022
S -0.955 -2.267 -4.212
O -0.940 -0.824 -4.036
O -1.657 -2.907 -5.294
F 0.530 -2.467 -4.682
N 3.064 -4.086 -1.962
S 4.293 -4.479 -1.116
O 4.413 -3.765 0.171
O 5.512 -4.899 -1.750
F 3.584 -5.788 -0.533
S 3.852 -2.616 -2.331
O 4.421 -2.613 -3.668
O 4.437 -1.734 -1.364
F 2.450 -1.859 -2.466
C 0.760 -1.033 6.990
C 0.760 -1.064 5.445
O -0.126 -0.398 4.873
O 1.575 -1.648 4.733
H -0.130 -0.521 7.356
H 1.740 -0.709 7.342
H 0.691 -2.086 7.263
C -0.057 6.295 -4.075
C 0.234 7.134 -5.315
O 0.326 6.529 -6.403
O 0.459 8.366 -5.181
H -0.629 5.413 -4.365
H -0.539 6.888 -3.298
H 0.861 5.915 -3.628
C 0.457 -7.686 1.043
C 0.245 -6.656 -0.085
O 0.563 -5.481 0.162
O -0.078 -7.086 -1.194
H 0.119 -7.244 1.980
H 1.511 -7.956 1.108
H 0.045 -8.691 0.958
*
```

***

Record 2
C2H3N3O | ωB97M-V/def2-TZVPD

Output
- Orbital gap: 9.60 eV
- ΔE to the lowest compared entry with this formula, charge and spin: 285.0 kJ/mol
- SMILES string: Nc1ncno1
- E: -8637.541 eV

```
! RIJCOSX wB97M-V def2-TZVPD def2/J DEFGRID3
* xyz 0 1
N -0.896 0.821 1.534
C -0.429 0.360 0.464
N -0.627 -0.829 -0.070
C 0.341 -1.165 -0.950
N 1.121 -0.077 -1.193
O 0.659 0.747 -0.201
H -0.670 1.559 2.100
H -1.456 0.002 2.106
H 0.199 -2.113 -1.575
*
```

***

Record 3
C3H11NO2S | ωB97M-V/def2-TZVPD

Output
- Orbital gap: 9.75 eV
- ΔE to the lowest compared entry with this formula, charge and spin: 118.0 kJ/mol
- SMILES string: OCNCCS.O
- E: -19708.303 eV

```
! RIJCOSX wB97M-V def2-TZVPD def2/J DEFGRID3
* xyz 0 1
O -0.994 -2.969 0.564
C -0.076 -2.520 -0.405
N -0.430 -1.265 -1.133
C -0.303 -0.103 -0.073
C -0.872 1.159 -0.596
S -0.584 2.501 0.685
H -1.909 -2.905 0.251
H 0.797 -2.270 0.228
H 0.052 -3.381 -1.036
H 0.353 -0.882 -1.726
H -0.932 -0.464 0.735
H 0.761 -0.032 0.273
H -0.497 1.226 -1.647
H -1.926 0.962 -0.693
H -1.764 3.154 0.472
O 3.242 0.579 0.317
H 3.338 1.414 -0.181
H 3.606 -0.076 -0.304
*
```

***

Record 4
C22H40Br10O8S2 | ωB97M-V/def2-TZVPD

Output
- Orbital gap: 8.43 eV
- ΔE to the lowest compared entry with this formula, charge and spin: 0.0 kJ/mol
- SMILES string: O=C1C=CC(=O)C=C1.CCOS(C)(=O)=O.CCOS(C)(=O)=O.BrCCBr.BrCCBr.BrCCBr.BrCCBr.BrCCBr
- E: -761936.259 eV

```
! RIJCOSX wB97M-V def2-TZVPD def2/J DEFGRID3
* xyz 0 1
O 8.752 5.844 17.193
C 8.290 6.665 16.417
C 7.892 6.315 15.065
C 7.285 7.211 14.270
C 6.894 8.551 14.761
O 6.047 9.204 14.189
C 7.529 9.001 16.025
C 8.163 8.092 16.782
H 8.140 5.333 14.679
H 7.114 6.863 13.258
H 7.445 10.003 16.417
H 8.490 8.304 17.793
C 11.501 9.891 17.680
C 12.802 10.285 17.042
O 12.578 11.441 16.170
S 13.807 11.947 15.251
C 13.459 10.887 13.809
O 13.441 13.292 14.917
O 15.025 11.603 15.930
H 10.949 10.804 17.921
H 11.628 9.431 18.661
H 10.871 9.278 17.039
H 13.505 10.710 17.761
H 13.330 9.500 16.499
H 14.339 10.907 13.167
H 12.611 11.272 13.254
H 13.281 9.910 14.247
C 12.181 6.794 16.064
C 12.548 5.315 16.357
O 11.833 4.553 15.377
S 11.757 2.935 15.672
C 10.556 2.915 16.997
O 11.202 2.374 14.483
O 13.024 2.459 16.138
H 11.094 6.853 16.066
H 12.511 7.119 15.080
H 12.648 7.335 16.886
H 13.610 5.141 16.184
H 12.315 5.144 17.409
H 9.577 2.985 16.529
H 10.635 3.721 17.718
H 10.673 1.925 17.432
Br 1.171 6.901 14.550
C 2.434 6.620 13.098
C 3.276 7.884 12.946
Br 4.443 7.674 11.381
H 1.933 6.389 12.167
H 3.045 5.827 13.514
H 3.891 8.073 13.820
H 2.611 8.735 12.819
Br 7.937 6.063 10.765
C 6.833 6.452 9.208
C 7.579 6.078 7.927
Br 6.482 6.481 6.380
H 6.624 7.516 9.253
H 5.930 5.862 9.314
H 7.783 5.011 7.991
H 8.543 6.574 7.865
Br 5.736 4.882 20.057
C 7.136 3.664 19.455
C 6.616 2.245 19.343
Br 8.003 1.135 18.458
H 7.892 3.668 20.240
H 7.612 4.077 18.570
H 5.770 2.194 18.667
H 6.440 1.846 20.334
Br 9.458 11.710 14.708
C 8.453 12.960 15.886
C 9.387 13.448 16.964
Br 8.445 14.692 18.164
H 7.638 12.342 16.241
H 8.184 13.797 15.254
H 10.196 14.011 16.504
H 9.815 12.662 17.576
Br 4.786 13.007 21.817
C 6.541 12.489 21.105
C 6.474 11.281 20.224
Br 8.293 10.752 19.608
H 7.188 12.403 21.976
H 6.989 13.305 20.538
H 5.946 11.587 19.321
H 5.927 10.418 20.592
*
```

***

Record 5
C2H6N2 | ωB97M-V/def2-TZVPD

Output
- Orbital gap: 9.08 eV
- ΔE to the lowest compared entry with this formula, charge and spin: 126.7 kJ/mol
- SMILES string: N/C=C/N
- E: -5150.607 eV

```
! RIJCOSX wB97M-V def2-TZVPD def2/J DEFGRID3
* xyz 0 1
N -1.622 -0.733 0.664
C -0.237 -0.535 0.270
C 0.140 0.549 -0.405
N 1.409 0.895 -0.781
H -1.639 -0.717 1.673
H -1.796 -1.713 0.463
H 0.515 -1.240 0.619
H -0.622 1.257 -0.714
H 1.584 1.647 -1.435
H 2.269 0.590 -0.354
*
```

***

Record 6
C7H11N3 | ωB97M-V/def2-TZVPD

Output
- Orbital gap (alpha / beta): 6.42 / 4.86 eV
- <S²>: 2.024
- ΔE to the lowest compared entry with this formula, charge and spin: 45.7 kJ/mol
- E: -11901.374 eV

```
! RIJCOSX wB97M-V def2-TZVPD def2/J DEFGRID3
* xyz 0 3
C 0.683 0.441 1.858
C -0.276 0.549 -0.779
C 0.078 -0.640 -0.218
C 0.622 1.705 1.023
C -0.471 -1.833 -0.821
C -0.366 3.024 -0.736
C 0.894 -1.874 1.650
N 0.536 0.417 3.024
N -0.036 1.741 -0.140
N 0.811 -0.701 0.937
H -0.778 0.749 -1.716
H 0.470 2.621 1.634
H -1.037 -1.778 -1.729
H -1.207 -2.467 -0.237
H 0.209 -2.667 -1.153
H -1.370 3.045 -1.140
H -0.132 4.010 -0.207
H 0.242 3.177 -1.635
H 1.437 -1.573 2.560
H -0.042 -2.281 2.161
H 1.387 -2.656 1.131
*
```

***

Record 7
C4H8N | ωB97M-V/def2-TZVPD

Output
- Orbital gap (alpha / beta): 11.67 / 8.57 eV
- ΔE to the lowest compared entry with this formula, charge and spin: 716.0 kJ/mol
- E: -5752.443 eV

```
! RIJCOSX wB97M-V def2-TZVPD def2/J DEFGRID3
* xyz 1 1
C 1.450 0.354 0.485
C -0.180 1.304 -0.771
C 0.880 0.346 -0.833
C -1.086 -0.735 0.650
N -0.081 0.308 0.351
H 1.771 -0.529 1.095
H 1.747 1.212 1.072
H 0.029 2.260 -0.287
H -1.055 1.417 -1.362
H 1.509 -1.715 -2.174
H -0.579 -1.835 0.772
H -1.583 -0.703 1.591
H -1.668 -0.867 -0.253
*
```

***

Record 8
C4H5N3S | ωB97M-V/def2-TZVPD

Output
- Orbital gap: 8.57 eV
- ΔE to the lowest compared entry with this formula, charge and spin: 226.6 kJ/mol
- SMILES string: N#C/C=C/N.N=C=S
- E: -19532.532 eV

```
! RIJCOSX wB97M-V def2-TZVPD def2/J DEFGRID3
* xyz 0 1
N 0.295 3.559 0.890
C 0.003 2.441 0.943
C -0.090 1.095 0.851
C -1.286 0.509 0.552
N -1.621 -0.778 0.496
H 0.830 0.583 1.107
H -1.978 1.231 0.218
H -2.632 -0.877 0.729
H -1.090 -1.619 0.692
N 1.919 -1.056 -2.178
C 1.857 -1.678 -1.166
S 1.198 -2.739 -0.262
H 2.594 -0.670 -2.872
*
```

***

Question: Which of these has the highest E?
Answer: C2H6N2